# 1
{"formula": "C11H25Cl2N3O2PPt", "method": "wB97M-V/def2-TZVPD", "e_tot_ha": -2128.66206, "multiplicity": 5, "total_charge": 3, "gap_ha": [0.2276, 0.1994], "fmax_ev_per_a": 6.42, "e_lumo_ev": [-9.8, -13.9], "elements": ["C", "C", "H", "H", "H", "O", "Cl", "Pt", "P", "C", "C", "H", "H", "H", "C", "H", "H", "H", "H", "H", "H", "C", "O", "Cl", "C", "N", "C", "C", "N", "N", "C", "C", "H", "H", "H", "H", "H", "H", "H", "H", "H", "H", "H", "H", "H"], "coordinates": [[-2.88382, 4.11934, -0.60008], [-1.62349, 3.37416, -0.64267], [-2.67442, 5.14550, -0.93385], [-3.27289, 4.14879, 0.42634], [-3.63989, 3.67234, -1.26308], [-0.63364, 3.53701, -1.33090], [-1.42557, 2.25131, 1.13687], [-0.80699, 0.79512, -0.52553], [-1.06675, -0.01293, -2.58133], [0.37800, 0.12603, -3.65077], [-1.69293, -1.67230, -2.88303], [-3.26539, 0.94289, -2.84629], [-2.34850, 0.93113, -4.38550], [-1.99669, 2.16047, -3.12990], [-2.28996, 1.11903, -3.30971], [-2.65901, -1.80864, -2.38920], [-1.80407, -1.82352, -3.96392], [0.08916, -0.12452, -4.68265], [1.15127, -0.58304, -3.32387], [-0.99036, -2.41767, -2.49708], [0.79683, 1.14028, -3.63444], [0.87767, 1.55440, -0.86241], [1.92719, 1.96430, -1.13423], [-2.82944, -0.38296, -0.09458], [3.10272, 0.60134, 1.77948], [2.47832, -0.63934, 2.19562], [3.44125, -1.68399, 2.48567], [1.13116, -0.83542, 2.10224], [0.33968, 0.15426, 1.70530], [0.54467, -2.03218, 2.37440], [1.05966, -3.06455, 3.25229], [-0.87187, -2.14705, 2.07949], [4.03417, 0.71296, 2.32934], [2.46160, 1.46109, 2.00229], [3.32642, 0.60659, 0.70429], [3.56262, -1.82137, 3.56950], [3.17076, -2.63023, 2.00533], [4.40383, -1.34940, 2.09673], [0.67429, 1.06846, 1.96341], [0.27475, -3.30261, 3.98550], [1.25979, -3.97444, 2.66832], [1.95466, -2.75675, 3.79337], [-1.34891, -1.17640, 2.23395], [-1.02382, -2.44056, 1.03567], [-1.29210, -2.90694, 2.73964]], "atomic_forces_ev_per_a": [[-0.9282, 0.0872, 0.6564], [3.8840, 2.5195, -2.5376], [0.0872, -0.2992, -0.0990], [-0.0037, -0.0828, -0.3877], [0.2138, 0.0215, 0.1299], [-3.8573, -1.1760, 2.9739], [-0.9010, 2.4799, 0.8814], [-0.2888, -2.2088, 1.2161], [-0.3474, -0.7450, -3.5842], [0.3608, -0.0500, -0.0104], [-0.0292, -0.3160, 0.1206], [0.0589, 0.0035, -0.1523], [-0.0235, 0.0522, 0.0476], [-0.0293, -0.2097, -0.2625], [-0.1250, 0.1422, 0.3128], [0.0565, -0.0256, -0.1303], [-0.0004, 0.0379, 0.1895], [0.0640, 0.0746, 0.2811], [-0.1386, 0.1705, -0.1286], [-0.0898, 0.0612, -0.0749], [-0.1209, -0.2073, -0.0571], [6.0667, 2.0781, -0.3131], [-3.2764, -1.2687, 0.3580], [-0.7703, -0.5616, 0.5570], [-0.3810, 1.0438, 0.3831], [0.5107, -0.9322, -0.0025], [0.7682, -0.4083, -0.1436], [-0.1385, 1.5126, -0.9362], [-0.7605, -0.7463, 0.3767], [-0.2794, -0.1695, 0.6276], [0.3692, -0.4376, 0.5176], [-0.4162, -0.2273, 0.1884], [0.0329, -0.0210, -0.0144], [0.3088, -0.1875, -0.0747], [-0.0798, -0.2884, 0.0974], [0.0259, 0.0911, -0.1552], [0.0595, 0.2198, 0.1733], [-0.0844, -0.1521, 0.0463], [0.2853, 0.2473, -0.4459], [0.1827, 0.0509, -0.2808], [0.0026, 0.0464, 0.1024], [-0.4612, -0.1818, -0.1673], [0.0825, -0.1592, -0.0063], [0.1111, 0.0400, -0.0039], [-0.0004, 0.0815, -0.2685]]}

# 2
{"formula": "C11H25N3O5Tl", "method": "wB97M-V/def2-TZVPD", "e_tot_ha": -1146.68425, "total_charge": 1, "gap_ha": 0.1588, "fmax_ev_per_a": 7.86, "e_lumo_ev": -7.7, "elements": ["Tl", "O", "C", "C", "O", "H", "H", "H", "H", "C", "C", "O", "N", "C", "H", "H", "H", "H", "H", "H", "H", "C", "C", "O", "N", "C", "H", "H", "H", "H", "H", "H", "H", "C", "C", "O", "N", "C", "H", "H", "H", "H", "H", "H", "H"], "coordinates": [[4.83812, 14.84134, -17.38403], [5.96339, 12.69779, -19.45839], [4.92392, 11.73110, -19.67972], [3.93695, 11.31591, -18.48437], [3.28176, 12.34591, -17.78348], [5.31033, 10.73104, -19.87636], [4.27103, 11.95897, -20.52230], [4.52295, 10.79625, -17.72631], [3.15013, 10.65677, -18.85116], [9.32001, 13.02607, -15.36944], [8.31991, 13.11178, -16.54720], [7.57559, 14.07785, -16.74868], [8.10426, 12.04226, -17.25514], [8.97657, 10.87814, -17.45565], [10.13146, 13.74135, -15.50367], [9.67619, 12.14137, -14.84166], [8.67559, 13.44228, -14.59511], [7.48249, 12.22180, -18.03057], [9.13666, 10.64505, -18.50833], [8.57103, 9.91144, -17.15709], [9.90350, 10.93884, -16.88538], [6.81559, 17.81226, -20.64511], [7.40141, 16.62070, -19.94489], [6.84444, 16.13330, -18.92705], [8.63273, 16.28513, -20.33567], [9.36755, 15.23374, -19.74865], [6.13973, 18.44425, -20.06900], [6.36889, 17.39837, -21.54913], [7.66293, 18.44333, -20.91317], [9.00998, 16.77735, -21.13285], [10.44670, 15.25793, -19.90013], [8.96172, 14.24871, -19.97914], [9.21489, 15.44844, -18.69096], [-0.34164, 15.87199, -18.55706], [0.88309, 14.95795, -18.31784], [1.96284, 15.37029, -17.99542], [0.68507, 13.64689, -18.50988], [-0.22665, 12.91119, -19.32911], [-0.05927, 16.80382, -18.06709], [-1.30785, 15.43682, -18.30175], [-0.33446, 16.07409, -19.62813], [1.42427, 13.04480, -18.17646], [-0.23616, 11.87184, -19.00084], [0.07266, 12.95776, -20.37617], [-1.25463, 13.27364, -19.32694]], "atomic_forces_ev_per_a": [[0.4724, -0.1201, -0.4730], [-4.7068, -3.9106, -0.1621], [5.4685, 3.6032, -2.2174], [-4.4900, 2.3060, 6.0222], [2.5622, -2.6256, -2.7623], [0.4349, -0.2096, 0.4921], [-0.4254, 0.8533, 0.3636], [0.9540, 0.0679, -0.3213], [0.3291, 0.0197, -1.1114], [-1.0395, 1.5303, 0.5129], [0.0929, 0.4427, 1.7265], [0.5514, 0.4990, 0.6666], [0.4688, -3.0676, -2.2107], [0.0046, -0.6834, 0.3106], [-0.0100, -0.0849, -0.0698], [-0.0326, -0.5842, -1.1803], [0.1719, 0.5019, 0.2290], [-0.2907, -0.0093, -0.0658], [0.4419, 0.8426, -0.1611], [-0.7293, 0.2237, 0.6618], [0.0402, 0.3951, -0.3921], [0.6434, -0.1366, -0.6413], [-1.0342, 0.7481, 2.9546], [0.5649, -0.1146, -1.5717], [-0.1290, 0.6669, -1.8447], [0.2188, -0.5610, 1.8000], [-0.1166, -0.6482, 0.0906], [-0.3228, 0.5205, -0.1596], [-0.1508, 0.1558, -0.3729], [-0.1106, -0.1295, 0.0912], [-0.2311, 0.2585, -0.5240], [0.0686, -0.0429, -0.0476], [0.1765, -0.8095, 0.3779], [1.5821, -0.2351, -0.3480], [-2.8628, -0.2819, -0.9918], [1.9994, 1.1119, 0.9752], [0.4027, -1.3542, 0.6716], [-0.8977, 0.1802, -0.6637], [-0.6099, -0.0327, 0.1311], [0.2398, 0.1573, 0.2860], [-0.1785, 0.0958, -0.1453], [0.4038, 0.4756, -0.0706], [-0.0488, 0.0862, -0.0527], [0.1228, -0.2114, -0.1689], [0.0013, 0.1107, 0.3666]]}